Entry 1:
A structure of composition C30H52FeP2 in a non-equilibrium geometry, computed with ωB97M-V/def2-TZVPD.

The expectation value of S² is 8.8167. The LUMO energy (spin up / spin down) is -2.908 / -3.874 eV. As for the total charge: +1. As for the spin multiplicity: 6. As for the HOMO energy (spin up / spin down): -0.27306 / -0.36886 Eh. The value obtained for the frontier orbital gap (spin up / spin down) is 4.52 / 6.16 eV.

```
85
C30H52FeP2, DFT ωB97M-V/def2-TZVPD
Fe 0.4846 -1.4096 -0.9014
P 1.9166 1.5292 0.1450
P -1.7016 1.6216 -0.3541
C -1.6179 -0.5392 -4.1098
C 0.6990 -2.7232 -3.7213
C 1.0687 -1.6472 -2.7529
C 3.4759 -1.9232 1.3128
C -0.8376 3.9134 2.9126
C -1.1832 1.1291 1.2436
C 0.7149 0.3370 -4.3369
C -0.5833 -0.0588 -5.0747
C 1.9999 -2.1048 1.3459
C 1.8666 -3.9960 -0.4675
C 3.6231 1.6703 -0.5239
C 2.1524 2.2299 1.8156
C -1.3900 -1.8277 2.8492
C -3.0524 2.7910 3.2927
C -1.0981 2.1716 4.7516
C -0.8278 -2.9032 -3.9668
C -0.4678 2.7245 -1.1044
C -0.1334 -2.8722 0.8206
C 1.2783 -2.9516 0.4214
C 0.9674 -0.2784 -2.9893
C -1.7102 -1.7465 -3.5757
C -1.2283 -3.6993 0.2770
C -1.5223 2.6300 3.3561
C 1.4009 -0.8112 3.5248
C -0.1918 -2.1034 2.0235
C 1.0968 -1.6287 2.3262
C 1.0580 2.8310 -0.8112
C -1.7065 -0.0247 -1.0999
C -1.1287 1.5921 2.4031
C -3.3599 2.2084 -0.6374
H 0.7530 1.4353 -4.2249
H 1.0819 -3.6755 -3.3246
H 3.5298 1.5405 -1.5919
H -0.0178 1.9606 4.7772
H -0.9879 0.8214 -5.6102
H 2.0700 -4.9480 0.0444
H 1.2018 -2.6303 -4.7124
H -0.9443 4.0524 1.8368
H -1.0230 -4.0085 -0.7694
H -1.2908 4.7564 3.4290
H 0.2297 3.8778 3.1222
H 1.4930 -1.4372 4.4165
H -0.9745 -3.1449 -5.0347
H 3.7973 -0.9519 1.7214
H 1.8281 -1.9880 -1.9605
H 2.8166 -3.6469 -0.8779
H 3.0205 1.6952 2.2507
H -3.3886 2.8054 -1.5737
H 2.3696 -0.2961 3.4328
H -3.6670 2.8381 0.2154
H -3.5680 1.8542 3.5437
H 1.5640 0.0676 -5.0138
H 3.9708 -2.7010 1.9161
H -0.5624 2.5376 -2.1847
H -2.7372 -0.2051 -1.4600
H 1.2020 0.4337 -2.2081
H 1.2649 2.0092 2.4276
H 1.1698 -4.2287 -1.2841
H -0.8985 3.7326 -0.9138
H -1.4689 -0.7571 3.0285
H -4.0851 1.3911 -0.7354
H -1.0671 0.0369 -1.9912
H 4.1427 2.5891 -0.2875
H 0.6155 -0.0736 3.7241
H 3.8867 -2.0397 0.2930
H -1.3673 -2.3402 3.8138
H 1.3473 3.8108 -0.3722
H -1.1756 -3.7861 -3.3876
H 4.2435 0.8382 -0.1267
H -2.3088 -2.1672 2.3511
H 2.3595 3.3096 1.8212
H -2.4119 0.2117 -3.8926
H -1.6312 1.2481 5.0236
H -1.4263 -0.8101 -0.3644
H -3.3740 3.5740 3.9944
H -1.3803 -4.6275 0.8575
H -2.1822 -3.1413 0.2857
H -1.3257 2.9444 5.5001
H 1.5435 2.8269 -1.7981
H -2.5927 -2.0001 -2.9708
H -3.3596 3.0810 2.2822
H -0.3475 -0.8049 -5.8318
```

Entry 2:
A structure of composition C30H52P2Re in a non-equilibrium geometry, computed with ωB97M-V/def2-TZVPD.

The expectation value of S² is 3.7846. The LUMO energy (spin up / spin down) is -5.413 / -7.190 eV. As for the total charge: +2. As for the spin multiplicity: 4. As for the HOMO energy (spin up / spin down): -0.43351 / -0.51729 Eh. The value obtained for the frontier orbital gap (spin up / spin down) is 6.38 / 6.89 eV.

```
85
C30H52P2Re, DFT ωB97M-V/def2-TZVPD
Re 0.7114 0.2837 1.0375
P -0.0236 -1.4012 -1.5935
P -1.7905 1.0861 0.3212
C 2.6655 1.3043 -3.2034
C 0.1736 2.7653 -1.7566
C -2.5070 -3.4994 0.3155
C 0.7411 -2.8875 -2.2337
C 1.4917 1.4113 -3.8488
C -0.6450 -1.6004 0.0600
C 0.8545 2.7055 -4.2312
C 3.4030 2.4379 -2.5535
C 1.9899 1.0269 2.5175
C -3.2167 0.4562 1.2781
C 1.4092 -0.3448 -1.2782
C -1.5247 -2.4235 0.4009
C -1.2855 -0.3002 -2.3209
C 0.6247 1.0380 2.9777
C 0.1471 -0.3188 2.9554
C 2.3526 -0.3224 2.2249
C -2.8820 -3.8441 1.7543
C -2.0356 2.8783 0.6746
C -0.0783 2.2158 3.5708
C 2.9331 2.1906 2.5675
C 2.5442 3.5122 -1.8399
C -1.1457 -0.9013 3.4143
C -3.7364 -3.0102 -0.4609
C -1.9013 -4.7027 -0.4177
C 3.7251 -0.8592 1.9501
C 1.3291 3.0260 -1.1150
C 1.1706 -2.6530 2.5078
C -0.1360 3.2274 -3.1506
C -2.3134 0.3943 -1.3774
C 1.2214 -1.1533 2.4919
H -0.1667 4.3319 -3.2138
H 2.3037 4.3060 -2.5705
H -1.6269 -4.4325 -1.4473
H -3.4387 -2.6556 -1.4557
H 3.1863 3.9728 -1.0719
H 1.5957 3.4960 -4.4279
H 0.8372 -2.8128 -3.3284
H 1.4052 3.0426 -0.0195
H -2.9312 3.2494 0.1630
H -1.1511 2.8930 -3.4224
H 3.3142 2.3548 3.5893
H -4.1432 0.8926 0.8611
H -3.5992 -4.6691 1.7938
H -2.6289 -5.5250 -0.4646
H -1.1635 2.1334 3.4593
H 1.1778 0.6708 -1.6120
H 1.7511 -2.9650 -1.7878
H 0.9973 0.5300 -4.2789
H 2.4472 3.1144 2.2419
H -1.1714 3.4804 0.3679
H -0.7296 0.4608 -2.8882
H -1.9851 -4.1156 2.3266
H 2.1292 -3.0824 2.2000
H -1.6314 -1.4043 2.5718
H 0.9284 -3.0417 3.5091
H 1.9528 -0.3671 -0.2696
H -4.2190 -2.1841 0.0735
H -0.6824 2.3284 -1.2511
H -2.1634 3.0198 1.7483
H -0.9926 -5.0551 0.0939
H 3.2228 0.3617 -3.2336
H -0.9720 -1.6774 4.1693
H -2.7921 1.2490 -1.8816
H 0.2819 2.5562 -5.1617
H -1.8182 -0.1437 3.8235
H 0.3876 -2.9988 1.8213
H 0.1349 2.2999 4.6499
H -3.1267 -0.3194 -1.1290
H 4.0929 2.0154 -1.8067
H -3.2394 -0.6379 1.1826
H 0.2455 3.1516 3.0954
H -3.3254 -2.9670 2.2399
H 3.7455 -1.4422 1.0282
H -4.4658 -3.8164 -0.5821
H 3.7955 2.0155 1.9128
H 4.4532 -0.0547 1.8534
H -1.8550 -0.9344 -3.0223
H 2.2371 -0.7266 -1.8954
H 4.0196 2.9521 -3.3099
H 4.0527 -1.5321 2.7483
H 0.1819 -3.7961 -1.9629
H -3.1241 0.7407 2.3322
```

Here are the calculated M numbers, same order: 530.54; 660.90 (g/mol).
Here are the calculated calculated total energy numbers, same order: -84905.138; -52640.826 (eV).
Here are the calculated energy relative to the best compared isomer or geometry (same formula, charge and spin) numbers, same order: 61.8; 387.9 (kJ/mol).